Record 1
The following is a DFT calculation (ωB97M-V/def2-TZVPD) of 6 unconnected molecules or ions with the total composition C27H45F15N4O10P.

Calculated values
Electronic energy = -105209.398 eV
LUMO energy = -0.138 Ha
Orbital gap = 8.41 eV
Total charge = +1

Geometry as XYZ:
```
102
C27H45F15N4O10P (ωB97M-V/def2-TZVPD)
C -0.473 4.586 -5.991
C 1.034 4.134 -5.792
N 1.029 2.652 -5.618
C 1.890 1.969 -4.906
N 2.937 2.687 -4.192
N 1.901 0.564 -4.752
C 1.420 -0.151 -5.963
N 2.302 -0.014 -7.127
C 1.487 -0.151 -8.392
P 0.908 0.095 -3.324
C -0.631 1.193 -3.364
C 1.890 0.428 -1.753
H -1.144 3.724 -5.750
H -0.671 4.936 -7.026
H -0.694 5.361 -5.216
H 1.648 4.441 -6.669
H 1.435 4.668 -4.906
H 0.273 2.167 -6.102
H 3.426 3.317 -4.825
H 2.446 3.210 -3.459
H 0.346 0.135 -6.143
H 1.405 -1.240 -5.691
H 2.708 0.918 -7.199
H 2.009 -0.910 -9.015
H 0.447 -0.500 -8.194
H 1.432 0.844 -8.908
H -1.060 1.086 -4.399
H -0.374 2.287 -3.278
H -1.377 0.879 -2.601
H 1.903 -0.486 -1.108
H 2.967 0.645 -1.984
H 1.449 1.261 -1.142
C 3.141 -3.756 -4.086
C 1.718 -4.209 -4.347
O 1.682 -5.593 -4.719
C 1.733 -6.466 -3.706
O 1.810 -6.164 -2.554
C 1.635 -7.893 -4.233
F 2.426 -8.093 -5.294
F 0.386 -8.186 -4.616
F 1.984 -8.792 -3.316
H 3.776 -3.972 -4.948
H 3.173 -2.684 -3.882
H 3.572 -4.282 -3.233
H 1.304 -3.652 -5.188
H 1.071 -4.024 -3.487
C -5.476 7.983 -8.181
C -5.384 7.407 -9.579
O -4.158 6.672 -9.751
C -4.158 5.425 -9.280
O -5.081 4.899 -8.735
C -2.822 4.752 -9.575
F -1.770 5.545 -9.294
F -2.709 4.418 -10.862
F -2.642 3.623 -8.872
H -4.594 8.586 -7.956
H -6.365 8.605 -8.080
H -5.522 7.191 -7.431
H -5.363 8.215 -10.310
H -6.245 6.781 -9.815
C 1.390 -0.704 4.649
C 1.608 -0.449 3.171
O 0.467 -0.872 2.403
C -0.554 -0.012 2.360
O -0.577 1.049 2.905
C -1.668 -0.564 1.476
F -1.926 -1.851 1.726
F -1.349 -0.479 0.172
F -2.815 0.092 1.636
H 1.135 -1.750 4.824
H 2.286 -0.458 5.218
H 0.562 -0.105 5.033
H 2.454 -1.040 2.818
H 1.841 0.598 2.973
C -3.506 -2.830 7.789
C -2.703 -3.831 8.594
O -1.316 -3.796 8.216
C -0.587 -2.825 8.770
O -1.008 -2.006 9.532
C 0.867 -2.936 8.324
F 0.980 -3.150 7.006
F 1.490 -3.950 8.935
F 1.566 -1.835 8.596
H -3.362 -2.994 6.720
H -4.568 -2.915 8.021
H -3.188 -1.808 8.002
H -3.054 -4.841 8.382
H -2.814 -3.668 9.667
C 0.237 -3.021 13.356
C 0.221 -1.616 12.788
O 0.727 -0.674 13.748
C 2.057 -0.586 13.829
O 2.823 -1.228 13.177
C 2.453 0.482 14.843
F 1.745 0.391 15.975
F 2.255 1.714 14.357
F 3.738 0.400 15.184
H -0.306 -3.058 14.302
H -0.221 -3.723 12.657
H 1.256 -3.352 13.559
H -0.804 -1.318 12.572
H 0.780 -1.553 11.853
```



Record 2
The following is a DFT calculation (ωB97M-V/def2-TZVPD) of a single C5H11N3 molecule.

Calculated values
Electronic energy = -9832.734 eV
LUMO energy = 0.039 Ha
Orbital gap = 7.85 eV
Energy above the lowest of the compared OMol25 structures with the same formula, charge and spin = 27.0 kcal per mole
SMILES = [H]/N=C(\C)C/C(N)=C\N
Total charge = 0

Geometry as XYZ:
```
19
C5H11N3 (ωB97M-V/def2-TZVPD)
C -0.798 0.553 0.645
C 0.357 1.938 -1.144
C 0.283 -0.439 1.000
C -0.579 0.815 -0.817
N 1.361 0.082 1.746
N -0.781 -2.371 -0.017
C 0.342 -1.646 0.396
N -1.025 -0.052 -1.640
H 1.059 0.596 2.566
H 2.021 -0.639 2.009
H -0.764 0.101 -2.614
H -1.440 -1.771 -0.506
H -0.540 -3.180 -0.573
H -1.786 0.122 0.821
H -0.698 1.468 1.236
H 1.231 -2.256 0.524
H 0.635 1.937 -2.197
H 1.245 1.852 -0.518
H -0.123 2.890 -0.915
```



Record 3
The following is a DFT calculation (ωB97M-V/def2-TZVPD) of a single C18H16N4O2 molecule.

Calculated values
Electronic energy = -28979.001 eV
LUMO energy = 0.019 Ha
Orbital gap = 8.39 eV
Energy above the lowest of the compared OMol25 structures with the same formula, charge and spin = 42.6 kcal per mole
SMILES = NC(=O)c1noc2c1NCN(c1ccccc1)[C@@H]2c1ccccc1
Total charge = 0

Geometry as XYZ:
```
40
C18H16N4O2 (ωB97M-V/def2-TZVPD)
O 4.085 0.068 -0.574
N 2.305 0.380 2.533
O 0.932 0.070 2.772
C 3.919 0.293 0.599
C 2.619 0.130 1.300
C 1.409 -0.239 0.631
C 0.432 -0.214 1.572
C -3.222 -4.616 -0.537
C -3.221 3.312 1.298
C -3.924 -3.422 -0.384
C -1.832 -4.624 -0.660
C -3.841 2.067 1.678
C -1.902 3.316 0.888
C -3.193 -2.227 -0.275
C -1.133 -3.423 -0.596
C -3.090 0.898 1.619
C -1.147 2.141 0.843
C -1.804 -2.232 -0.285
C -1.728 0.913 1.233
N 5.057 0.719 1.242
N 1.115 -0.574 -0.701
N -1.138 -0.987 -0.147
C -0.995 -0.393 1.182
C -0.286 -0.502 -1.231
H -3.842 -5.529 -0.551
H -3.771 4.219 1.438
H -4.981 -3.367 -0.339
H -1.270 -5.545 -0.783
H -4.869 2.124 1.991
H -1.428 4.263 0.679
H -3.645 -1.272 -0.065
H -0.030 -3.416 -0.620
H -3.615 -0.012 1.882
H -0.118 2.145 0.552
H 5.003 1.023 2.187
H 5.863 0.977 0.668
H 1.867 -0.631 -1.372
H -1.431 -1.057 1.933
H -0.539 0.550 -1.521
H -0.407 -1.119 -2.133
```



Record 4
The following is a DFT calculation (ωB97M-V/def2-TZVPD) of a molecular structure, C19H23N3O3S.

Calculated values
Electronic energy = -41508.951 eV
LUMO energy = 0.025 Ha
Orbital gap = 7.34 eV
Energy above the lowest of the compared OMol25 structures with the same formula, charge and spin = 409.4 kcal per mole
Total charge = 0

Geometry as XYZ:
```
49
C19H23N3O3S (ωB97M-V/def2-TZVPD)
C 1.319 4.588 2.150
H 1.674 5.278 2.745
O 1.937 3.233 2.408
C 1.684 2.277 1.697
C 0.947 2.403 0.465
C 0.652 1.178 -0.004
C 1.178 0.065 0.532
C 2.186 -0.130 1.471
C 2.429 1.078 2.201
O 3.045 1.272 3.300
C 4.175 0.177 3.765
H 3.879 -0.670 4.047
H 4.769 0.296 2.624
H 4.672 0.729 4.470
O 2.745 -1.251 1.938
C 2.414 -2.387 1.421
H 2.920 -3.076 1.812
H 1.365 -2.668 1.307
H 2.879 -2.522 0.213
H 1.007 -1.024 -0.029
C -0.098 1.017 -1.242
C -1.049 1.943 -1.471
S -1.945 1.308 -2.950
C -1.181 -0.137 -2.695
N -0.039 -0.338 -2.019
C -1.533 -1.376 -3.721
H -1.857 -0.874 -4.742
H -0.594 -2.151 -3.724
C -2.694 -1.963 -2.826
N -2.496 -2.085 -1.517
C -1.544 -3.063 -0.852
C -1.455 -2.461 0.373
C -2.392 -1.381 0.461
N -2.866 -1.002 -0.793
C -2.634 -0.341 1.591
H -1.722 -0.117 1.959
H -3.250 0.307 1.154
H -3.214 -0.965 2.634
H -1.031 -2.948 1.317
C -0.900 -4.190 -1.289
H -0.327 -3.758 -2.119
H -1.715 -4.719 -1.762
H -0.462 -4.670 -0.629
H -2.818 -2.887 -3.353
H -3.437 -1.472 -3.025
H -1.297 2.960 -1.456
H 0.325 3.240 0.232
H 1.579 4.995 1.011
H 0.400 4.456 2.112
```



Record 5
The following is a DFT calculation (ωB97M-V/def2-TZVPD) of a single C6H8F2P2 molecule.

Calculated values
Electronic energy = -30359.812 eV
LUMO energy = -0.024 Ha
Orbital gap = 8.28 eV
Energy above the lowest of the compared OMol25 structures with the same formula, charge and spin = 5.9 kcal per mole
SMILES = CC1(C)P[C@]1(F)[C@@]1(F)C=P1
Total charge = 0

Geometry as XYZ:
```
18
C6H8F2P2 (ωB97M-V/def2-TZVPD)
C 3.699 0.194 0.632
C 2.501 0.455 -0.101
C 1.133 0.746 0.513
C -0.176 0.273 -0.166
C 0.085 -0.225 -1.567
C -1.231 -0.339 0.740
F 2.528 1.084 -1.363
F 1.303 0.631 1.908
P 3.223 -1.310 0.023
P 0.032 2.156 -0.061
H 4.117 0.577 1.558
H -0.704 0.168 -2.248
H 0.012 -1.409 -1.505
H 1.024 -0.061 -2.034
H -2.031 -0.679 0.270
H -1.403 0.253 1.532
H -0.847 -1.235 1.088
H -0.761 2.331 1.072
```



Record 6
The following is a DFT calculation (ωB97M-V/def2-TZVPD) of a molecular structure, C4H5LiORb.

Calculated values
Electronic energy = -7129.145 eV
Spin multiplicity = 2
LUMO energy (spin up / spin down) = -0.028 / -0.024 Ha
Orbital gap (spin up / spin down) = 3.34 / 4.56 eV
Energy above the lowest of the compared OMol25 structures with the same formula, charge and spin = 0.0 kcal per mole
Total charge = 0

Geometry as XYZ:
```
12
C4H5LiORb (ωB97M-V/def2-TZVPD)
C -5.073 -1.776 0.605
C -4.669 -0.516 0.498
C -4.765 0.732 -0.110
H -4.748 -2.398 1.443
H -5.672 -2.249 -0.177
H -4.361 0.876 -1.112
H -5.526 1.443 0.228
O -1.963 0.364 0.924
C -3.162 0.754 1.284
Li -2.305 -2.001 -0.122
Rb 1.496 -0.061 -1.363
H -3.328 0.668 2.380
```



Record 7
The following is a DFT calculation (ωB97M-V/def2-TZVPD) of a molecular structure, CN4OS.

Calculated values
Electronic energy = -19875.292 eV
LUMO energy = 0.238 Ha
Orbital gap = 4.36 eV
Energy above the lowest of the compared OMol25 structures with the same formula, charge and spin = 43.0 kcal per mole
Total charge = -2

Geometry as XYZ:
```
7
CN4OS (ωB97M-V/def2-TZVPD)
C -0.308 -0.297 0.004
N 0.589 -1.197 -0.090
N 1.871 -0.681 -0.046
N 0.760 1.220 0.128
N 1.850 0.614 0.061
O -2.756 0.837 -0.186
S -2.005 -0.496 0.129
```



Record 8
The following is a DFT calculation (ωB97M-V/def2-TZVPD) of a gas-phase ion, C3H7N4 (charge +1).

Calculated values
Electronic energy = -9172.676 eV
LUMO energy (spin up / spin down) = -0.200 / -0.200 Ha
Orbital gap (spin up / spin down) = 8.84 / 8.84 eV
Energy above the lowest of the compared OMol25 structures with the same formula, charge and spin = 134.7 kcal per mole
Total charge = +1

Geometry as XYZ:
```
14
C3H7N4 (ωB97M-V/def2-TZVPD)
C -1.955 -0.267 -0.224
C -1.503 1.144 -0.106
C 0.217 -1.294 0.123
N -1.227 -1.273 -0.020
N -0.317 1.375 -0.156
N 0.797 -0.220 -0.709
N 1.861 0.475 -0.108
H -2.974 -0.472 -0.236
H -2.281 1.907 0.346
H 0.418 -1.195 1.284
H 0.605 -2.230 -0.154
H 1.426 1.116 0.536
H 2.255 1.030 -0.891
H 2.676 -0.095 0.317
```



Record 9
The following is a DFT calculation (ωB97M-V/def2-TZVPD) of a molecular structure, C2H8N3O2.

Calculated values
Electronic energy = -10757.309 eV
LUMO energy (spin up / spin down) = -0.131 / -0.131 Ha
Orbital gap (spin up / spin down) = 8.49 / 8.49 eV
Energy above the lowest of the compared OMol25 structures with the same formula, charge and spin = 146.5 kcal per mole
Total charge = +1

Geometry as XYZ:
```
15
C2H8N3O2 (ωB97M-V/def2-TZVPD)
C -0.273 0.359 -0.157
C 0.875 -0.681 -0.230
N -2.794 1.035 0.292
N -2.112 -0.094 0.354
N 2.035 0.197 0.142
O -0.020 1.538 -0.062
O -2.488 -0.920 -0.658
H 1.053 -0.982 -1.250
H 0.894 -1.465 0.503
H -2.587 1.767 0.885
H -3.130 1.371 -0.654
H 1.528 1.098 -0.216
H 2.809 0.042 -0.436
H 2.297 0.003 1.093
H -2.374 -1.883 -0.460
```



Record 10
The following is a DFT calculation (ωB97M-V/def2-TZVPD) of a molecular structure, C39H49AsBrF6N3O2PSbSc.

Calculated values
Electronic energy = -233521.862 eV
Spin multiplicity = 2
LUMO energy (spin up / spin down) = -0.108 / -0.108 Ha
Orbital gap (spin up / spin down) = 4.92 / 5.46 eV
Energy above the lowest of the compared OMol25 structures with the same formula, charge and spin = 31.8 kcal per mole
Total charge = 0

Geometry as XYZ:
```
104
C39H49AsBrF6N3O2PSbSc (ωB97M-V/def2-TZVPD)
Sc -0.346 0.434 0.122
C 1.651 -1.849 -3.140
C 1.597 -2.931 -2.071
C 3.021 -3.392 -1.774
P 0.540 -2.362 -0.578
C -0.541 -3.918 -0.488
C -1.588 -3.760 0.608
C 0.065 -5.320 -0.423
C 1.838 -2.412 0.720
C 2.460 -3.581 1.129
C 3.695 -3.602 1.770
C 4.322 -4.888 2.200
C 4.375 -2.390 1.916
C 3.734 -1.207 1.658
C 2.388 -1.178 1.205
N 1.669 -0.033 1.287
C 2.128 0.898 2.216
C 2.420 0.559 3.568
C 2.333 -0.832 4.124
C 2.718 1.566 4.465
C 2.808 2.904 4.097
C 3.048 3.963 5.118
C 2.622 3.220 2.757
C 2.272 2.258 1.829
C 2.167 2.628 0.387
H 2.116 -2.246 -4.041
H 2.236 -1.005 -2.787
H 0.658 -1.492 -3.406
H 1.024 -3.770 -2.482
H 3.605 -2.587 -1.332
H 3.506 -3.681 -2.707
H 3.063 -4.250 -1.109
H -1.059 -3.832 -1.459
H -1.119 -3.806 1.591
H -2.332 -4.553 0.545
H -2.091 -2.804 0.501
H 0.282 -5.604 0.606
H 0.964 -5.420 -1.025
H -0.668 -6.030 -0.807
H 1.987 -4.519 0.904
H 3.861 -5.743 1.711
H 4.210 -5.012 3.278
H 5.388 -4.882 1.979
H 5.402 -2.384 2.248
H 4.252 -0.267 1.791
H 1.742 -1.491 3.491
H 1.880 -0.805 5.115
H 3.328 -1.265 4.228
H 2.870 1.301 5.503
H 3.557 3.559 5.990
H 2.081 4.362 5.433
H 3.629 4.782 4.704
H 2.714 4.244 2.427
H 2.192 3.709 0.273
H 1.231 2.268 -0.062
H 2.995 2.174 -0.159
Br 5.493 1.147 -1.509
C 4.107 1.668 -2.711
C 4.389 2.422 -3.838
C 3.308 2.759 -4.643
C 2.036 2.335 -4.286
C 1.882 1.582 -3.128
N 2.916 1.260 -2.361
C 0.533 1.047 -2.672
O -0.447 1.222 -3.380
O 0.569 0.391 -1.579
H 5.400 2.721 -4.069
H 3.465 3.347 -5.537
H 1.156 2.563 -4.865
F -1.846 -0.576 0.324
Sb -1.027 2.470 2.205
F 0.150 4.141 1.741
F -1.140 1.960 -0.494
F -2.326 3.760 1.491
F -2.961 1.746 2.826
F -0.921 3.236 4.043
C -3.040 0.284 -1.908
C -3.814 0.966 -0.998
C -4.592 0.262 -0.025
C -5.262 0.942 0.948
C -5.214 2.351 0.981
C -4.497 3.071 0.013
C -3.799 2.394 -0.951
C -5.921 3.030 1.996
N -6.541 3.554 2.806
H -2.380 0.799 -2.600
H -3.047 -0.798 -1.917
H -4.593 -0.819 -0.038
H -5.823 0.415 1.706
H -4.476 4.148 0.065
H -3.180 2.922 -1.660
C -2.904 -1.312 3.056
As -0.969 -0.990 3.098
C -0.569 -2.718 4.094
C -0.982 0.159 4.696
H -3.247 -1.473 4.078
H -3.152 -2.178 2.446
H -3.399 -0.442 2.640
H -0.259 -2.499 5.114
H 0.221 -3.310 3.628
H -1.474 -3.326 4.136
H -1.195 -0.442 5.581
H -1.764 0.906 4.589
H -0.044 0.693 4.840
```



Record 11
The following is a DFT calculation (ωB97M-V/def2-TZVPD) of a molecular structure, C6H11N2O3.

Calculated values
Electronic energy = -15512.405 eV
Spin multiplicity = 3
LUMO energy (spin up / spin down) = 0.136 / 0.009 Ha
Orbital gap (spin up / spin down) = 3.15 / 4.15 eV
Total charge = -1

Geometry as XYZ:
```
22
C6H11N2O3 (ωB97M-V/def2-TZVPD)
C -0.726 -0.220 -1.763
C 0.680 -0.103 -2.344
C -0.040 -1.309 -0.722
C -0.626 -1.635 1.682
C 0.639 0.378 1.246
C -0.092 -0.873 0.771
N -1.638 1.839 0.517
N -1.431 2.977 0.501
O -2.508 3.912 1.575
O -0.612 3.727 0.030
O 1.168 -1.064 -1.449
H -1.022 0.788 -1.312
H -1.559 -0.641 -2.319
H 0.809 -0.437 -3.414
H 1.150 0.945 -2.281
H -0.512 -2.356 -0.878
H -2.633 3.130 2.223
H -1.364 -2.456 1.361
H -0.544 -1.408 2.636
H -0.189 1.156 1.261
H 0.897 0.210 2.317
H 1.261 0.754 0.486
```



Record 12
The following is a DFT calculation (ωB97M-V/def2-TZVPD) of 2 unconnected molecules or ions with the total composition HN2O5S.

Calculated values
Electronic energy = -24064.976 eV
LUMO energy (spin up / spin down) = 0.094 / 0.094 Ha
Orbital gap (spin up / spin down) = 6.92 / 6.92 eV
Energy above the lowest of the compared OMol25 structures with the same formula, charge and spin = 90.0 kcal per mole
Total charge = -1

Geometry as XYZ:
```
9
HN2O5S (ωB97M-V/def2-TZVPD)
N -1.843 0.347 -0.111
N -2.355 -0.682 0.115
O -2.141 -1.879 0.171
O 0.287 0.520 0.116
O 2.360 1.490 -0.900
O 2.430 -0.786 0.359
O -2.156 1.492 -0.272
S 1.750 0.861 0.270
H 1.669 -1.361 0.251
```